{"formula": "C56H49F12N5O5Ta", "method": "ωB97M-V/def2-TZVPD", "species": ["Ta", "F", "F", "F", "F", "F", "F", "F", "F", "F", "F", "F", "F", "O", "O", "O", "O", "O", "N", "N", "N", "N", "N", "C", "C", "C", "C", "C", "C", "C", "C", "C", "C", "C", "C", "C", "C", "C", "C", "C", "C", "C", "C", "C", "C", "C", "C", "C", "C", "C", "C", "C", "C", "C", "C", "C", "C", "C", "C", "C", "C", "C", "C", "C", "C", "C", "C", "C", "C", "C", "C", "C", "C", "C", "C", "C", "C", "C", "C", "H", "H", "H", "H", "H", "H", "H", "H", "H", "H", "H", "H", "H", "H", "H", "H", "H", "H", "H", "H", "H", "H", "H", "H", "H", "H", "H", "H", "H", "H", "H", "H", "H", "H", "H", "H", "H", "H", "H", "H", "H", "H", "H", "H", "H", "H", "H", "H", "H"], "xyz": [[-0.02956, 0.30578, -0.35210], [5.57013, 0.85358, -0.66476], [1.98154, 2.86142, -0.81904], [-2.36451, 5.11547, 0.48620], [-0.26661, 5.07605, 2.03611], [4.59187, -1.04590, -0.23367], [4.33647, -0.11107, -2.14118], [1.21550, 3.57260, 1.63608], [-1.68762, 4.04684, -1.25526], [-3.24877, 3.21201, -0.02322], [0.49037, 4.84249, 0.03521], [4.03863, 3.19721, -0.25702], [3.56006, 2.30060, -2.14448], [0.06196, 0.72107, -2.13187], [-0.55053, 2.09269, 0.07163], [-0.02710, -1.66323, -0.97596], [0.74968, -3.76140, -0.97728], [2.09458, 0.25325, -0.80870], [-2.84491, -3.93087, 1.70213], [0.23156, 0.92792, 2.23045], [-1.21632, -2.20117, 1.68263], [-3.08821, -2.21792, 0.24045], [1.39412, -0.97965, 0.94848], [0.13040, 4.15914, 1.13218], [3.92060, -0.10012, 4.49214], [-3.95084, -6.20419, 2.90787], [-3.84752, 0.98471, -2.32750], [3.33636, 2.14269, 3.63792], [-1.87139, -1.77761, 4.39996], [-1.01505, 3.12712, 0.85107], [4.43455, -0.50955, 3.07734], [-4.14038, 3.70919, 4.74361], [-2.66203, 0.96735, -1.62242], [-0.56021, -3.00376, 2.65811], [1.34375, -0.34527, 4.14587], [-1.50801, 2.64479, 2.19920], [2.65302, -1.03824, 4.25991], [-0.74714, -0.42144, -4.04642], [0.27161, -4.05216, 2.27380], [2.55100, -3.08054, 1.22836], [3.16169, 0.87613, -0.25412], [-2.93486, -5.08599, 0.89876], [-2.09334, 3.87981, 0.01086], [3.75228, 1.81727, 2.25256], [-4.35362, -1.16691, -1.41066], [-2.08241, 2.24032, 4.86158], [4.42508, 0.14923, -0.83447], [2.21586, -0.32860, 1.95626], [0.61880, -4.64529, 4.57481], [3.54469, 1.32545, 4.66448], [3.19111, 2.32686, -0.84469], [-3.57733, -7.39052, 0.71575], [3.10539, -1.27280, 2.80487], [4.52851, 0.56932, 2.02903], [-3.48739, -6.23641, 1.48016], [1.69941, -0.04168, -3.75703], [-2.28497, -2.72089, 1.21183], [-2.24125, -0.06533, -0.76047], [1.14167, 0.18103, 2.91261], [-0.23218, -3.61567, 4.95489], [-0.72736, 1.67792, 2.89335], [-0.84628, -2.79751, 4.01319], [-5.29315, -2.34967, -1.36655], [0.85632, -4.87164, 3.22710], [5.69540, -1.35181, 3.12926], [-3.16592, -1.10775, -0.63290], [-2.93588, 3.04843, 4.13320], [0.31722, 0.54091, -3.52990], [-2.46896, -5.12465, -0.41527], [0.70489, -2.63368, -0.52782], [-1.01036, 1.59462, 4.27044], [-3.14062, -7.42892, -0.60022], [-4.68456, -0.11569, -2.24059], [-2.58954, 3.26462, 2.80610], [3.19797, 0.73307, 1.31523], [3.22774, -2.65564, 2.29051], [-2.58220, -6.28935, -1.15798], [0.19130, 1.92144, -4.16005], [1.57403, -2.18995, 0.62181], [-3.11138, -6.08757, 3.60191], [1.82139, -0.22606, -4.82731], [-5.05544, 3.44813, 4.20756], [3.29875, 1.66132, 5.66673], [-3.17421, 3.98518, 2.25195], [1.81579, -0.98070, -3.21702], [2.65023, -1.91918, 4.90446], [-3.22227, -8.34131, -1.17605], [3.89817, -3.32943, 2.81294], [-1.75276, -0.86873, 3.81764], [0.86451, 2.61979, -3.66233], [2.95396, 3.14166, 3.81089], [1.49942, -5.68453, 2.91283], [-4.63157, -5.36801, 3.08391], [2.47541, 0.63569, -3.41923], [-0.82985, 2.29393, -4.06900], [-6.04604, -2.24620, -2.14667], [-2.88357, -2.14821, 4.20510], [-2.21275, -6.30120, -2.17521], [-0.44330, -3.44839, 6.00586], [-4.05610, 4.79860, 4.72874], [-2.25355, 2.09566, 5.92404], [4.56928, -0.44201, 5.30188], [5.46251, 0.64726, 1.49557], [-5.83447, -2.42758, -0.41559], [-4.78241, -3.30235, -1.52968], [-0.38443, 1.00496, 4.90715], [-1.74630, -0.00128, -3.93872], [-4.09460, 1.83075, -2.95677], [0.45531, 1.87541, -5.21935], [-2.58750, -4.12629, 2.65711], [5.62715, -2.13405, 3.88891], [1.08278, -5.27199, 5.32638], [-4.00296, -8.27954, 1.16834], [-4.26708, 3.40158, 5.78249], [-4.46535, -7.12835, 3.16821], [-3.93452, -2.75448, 0.22260], [0.44021, -4.22514, 1.21604], [-1.80669, -1.53223, 5.46064], [6.55059, -0.72025, 3.38227], [-2.01211, 1.81427, -1.77062], [-0.70385, -1.35614, -3.48712], [4.12347, 2.68489, 1.73260], [5.89421, -1.82450, 2.16493], [-1.99095, -4.25501, -0.84695], [2.62932, -4.08016, 0.82616], [-0.56184, -0.63201, -5.10299], [-5.59910, -0.16883, -2.82092], [0.75309, -0.19063, 5.03004]], "forces_ev_per_angstrom": [[1.1742, -0.6535, 1.2896], [-0.0590, 0.0008, -0.0158], [-0.1591, 0.1245, 0.1245], [0.0132, -0.0545, -0.0527], [0.0201, -0.0321, -0.0166], [0.0248, 0.0485, -0.0335], [-0.0111, -0.0304, 0.0644], [0.0040, -0.0012, -0.0917], [-0.0181, -0.0477, 0.0121], [0.0012, 0.0350, 0.0281], [0.0584, -0.0650, -0.0146], [0.0198, -0.0528, 0.0225], [0.0169, -0.0032, 0.0027], [-0.1892, 0.1922, -0.5547], [-0.0755, 0.9432, -0.3948], [-0.1311, -0.4658, -0.2443], [0.0026, -0.0309, 0.0686], [0.0976, 1.0159, -0.2965], [-0.1184, 0.0361, -0.1570], [-0.4228, 0.1169, -0.1399], [-0.1131, -0.1083, 0.0345], [-0.1148, -0.0472, -0.0245], [-0.0644, -0.2997, -0.0154], [-0.0275, 0.0953, 0.1135], [0.0026, 0.0431, 0.0121], [-0.0136, -0.0185, 0.0381], [-0.0147, -0.1422, 0.0507], [-0.0058, 0.0519, 0.0671], [-0.0211, 0.0622, 0.0958], [0.0393, -0.2715, 0.0597], [0.0573, -0.0385, 0.0221], [-0.0349, 0.0352, 0.0358], [-0.1499, 0.0968, 0.0149], [-0.2899, -0.0948, -0.0157], [-0.0080, 0.1276, -0.0271], [-0.0790, 0.0413, 0.0169], [-0.0936, -0.0423, 0.0456], [0.0054, -0.0108, -0.1240], [-0.4124, -0.1118, 0.1400], [0.4162, 0.3029, -0.0274], [0.1893, -0.4041, 0.1980], [0.0927, -0.1103, 0.0012], [-0.0433, 0.1015, -0.0023], [-0.1007, 0.0656, -0.0376], [-0.0380, 0.0265, 0.0296], [-0.0099, 0.0111, 0.0128], [-0.0137, -0.2520, -0.0013], [0.2995, -0.2374, -0.0799], [0.0756, -0.0294, -0.1014], [0.0178, 0.0311, -0.0309], [0.1825, 0.0627, -0.1049], [-0.0351, -0.0440, 0.0394], [0.0765, -0.1141, -0.0586], [-0.0007, 0.1463, 0.0206], [-0.0200, 0.0441, -0.0370], [0.0428, -0.0275, 0.0228], [0.2232, 0.0622, 0.0608], [-0.1478, 0.1276, 0.0270], [-0.0614, -0.0149, -0.0268], [-0.0401, 0.1000, 0.0087], [0.0528, -0.1036, -0.1012], [0.0739, -0.1345, 0.0270], [-0.0505, -0.0246, 0.0724], [-0.1045, -0.0238, 0.1240], [0.0456, 0.0067, 0.0096], [-0.0157, -0.0912, -0.0310], [0.0115, -0.0317, -0.0065], [-0.2764, -0.0360, 0.2074], [0.0167, 0.0659, 0.0787], [-0.1104, 0.2940, -0.1920], [0.0001, -0.0873, 0.0067], [0.0325, 0.0433, -0.0154], [0.0856, 0.0979, -0.0393], [0.0325, 0.0546, 0.0216], [-0.0081, 0.0246, 0.0908], [0.0689, 0.0005, -0.1768], [-0.0310, -0.0173, -0.0171], [0.0228, -0.0271, -0.0889], [0.2546, 0.0583, -0.0688], [0.0034, 0.0027, -0.0020], [0.0299, -0.0171, 0.0112], [0.0037, -0.0083, -0.0065], [-0.0170, -0.0110, 0.0111], [-0.0084, -0.0218, -0.0056], [-0.0291, -0.0201, -0.0160], [-0.0132, 0.0075, -0.0095], [-0.0074, -0.0040, -0.0072], [0.0211, 0.0135, 0.0031], [0.0206, 0.1080, -0.0354], [0.0244, -0.0029, 0.0069], [-0.0455, -0.0082, -0.0150], [0.0244, -0.0011, -0.0042], [-0.0069, 0.0004, -0.0045], [-0.0013, 0.0434, -0.0289], [-0.0118, 0.0014, 0.0300], [0.0047, -0.0023, 0.0061], [-0.0056, 0.0055, 0.0006], [0.0193, 0.0019, 0.0025], [0.0029, -0.0082, 0.0054], [0.0080, 0.0067, -0.0125], [-0.0034, -0.0022, 0.0022], [-0.0013, -0.0245, -0.0171], [-0.0135, 0.0062, -0.0335], [0.0310, 0.0109, 0.0109], [0.0327, -0.0076, -0.0295], [-0.0586, -0.0272, -0.0190], [0.0041, 0.0130, 0.0145], [-0.0089, 0.0029, -0.0203], [-0.0259, 0.0053, 0.0064], [0.1405, 0.0091, 0.0132], [-0.0209, -0.0079, -0.0074], [-0.0051, -0.0106, 0.0046], [-0.0049, 0.0003, 0.0006], [0.0076, 0.0007, 0.0010], [0.0083, -0.0045, 0.0013], [-0.0567, -0.0666, -0.0327], [-0.2306, -0.2414, 0.2534], [0.0058, -0.0010, 0.0085], [-0.0049, 0.0035, 0.0141], [0.0184, -0.0510, -0.0214], [0.0223, -0.0061, 0.0093], [-0.0140, -0.0030, -0.0138], [-0.0012, 0.0149, -0.0076], [0.0226, -0.0093, -0.0216], [0.0436, 0.0187, -0.0063], [-0.0255, 0.0020, 0.0074], [-0.0001, 0.0114, -0.0015], [0.0061, -0.0821, 0.0000]], "mol_weight_g_mol": 1280.962, "total_energy_ha": -4069.0163, "charge": -1, "lumo_ev": 2.1392, "e_above_lowest_ev": 5.0138}